[1]
Computed, not measured: a 2-piece molecular cluster, C2HNO2S overall, with the ωB97M-V functional and the def2-TZVPD basis.

ORCA input file:
```
! wB97M-V def2-TZVPD RIJCOSX def2/J DEFGRID3
* xyz 0 1
C 1.00369 -2.41515 0.04192
C -0.70978 2.58159 -0.40003
N 0.26538 -1.58937 0.42218
O 0.38031 2.62281 -0.74423
O -1.80156 2.55095 -0.06153
S -0.64263 -0.42346 0.81907
H 1.50459 -3.32738 -0.07739
*
```

ΔE to the lowest compared entry with this formula, charge and spin = 39.5 kcal per mole
M = 103.10 g/mol
LUMO = 0.46 eV
Gap between HOMO and LUMO = 9.34 eV
Structure (SMILES) = C#[N+][S-].O=C=O
HOMO level = -8.87 eV

The computed Löwdin charges, all in e, follow: 0.081 -0.517 -0.701 0.200 0.184 0.685 0.067


[2]
Computed, not measured: one molecule with the formula C2HNO2S, with the ωB97M-V functional and the def2-TZVPD basis.

ORCA input file:
```
! wB97M-V def2-TZVPD RIJCOSX def2/J DEFGRID3
* xyz 0 3
C -1.06155 -1.27290 0.76227
C 0.85527 1.00896 -0.47374
N -1.23996 -1.59016 1.85607
O 0.89847 2.17159 -0.41881
O -0.26662 0.50023 -0.98517
S -0.77170 -1.19478 -0.86860
H 1.58609 0.37705 0.12798
*
```

ΔE to the lowest compared entry with this formula, charge and spin = 28.5 kcal per mole
M = 103.10 g/mol
LUMO (spin up / spin down) = 0.27 / -4.20 eV
Gap between HOMO and LUMO (spin up / spin down) = 8.18 / 6.81 eV
HOMO level (spin up / spin down) = -7.92 / -11.00 eV

The computed Löwdin charges, all in e, follow: -0.611 -0.479 0.133 0.109 -0.361 1.052 0.157


[3]
Computed, not measured: one molecule with the formula C2HNO3, with the ωB97M-V functional and the def2-TZVPD basis.

ORCA input file:
```
! wB97M-V def2-TZVPD RIJCOSX def2/J DEFGRID3
* xyz 0 1
C -1.05324 -0.08678 -0.10432
C 0.97003 0.34370 0.11533
H 1.98184 1.00423 0.12542
N 1.01915 -0.89561 -0.03017
O -2.28819 -0.15114 0.08351
O -0.27062 0.98024 -0.12578
O -0.35896 -1.19464 -0.06399
*
```

ΔE to the lowest compared entry with this formula, charge and spin = 48.5 kcal per mole
M = 87.03 g/mol
LUMO = 0.41 eV
Gap between HOMO and LUMO = 11.49 eV
Structure (SMILES) = O=c1ocno1
HOMO level = -11.08 eV

The computed Löwdin charges, all in e, follow: -0.576 -0.133 0.201 0.152 0.107 0.162 0.087


[4]
Computed, not measured: one molecule with the formula C2HNO3, with the ωB97M-V functional and the def2-TZVPD basis.

ORCA input file:
```
! wB97M-V def2-TZVPD RIJCOSX def2/J DEFGRID3
* xyz 0 1
C -0.59000 -0.03471 -0.27234
C -1.03025 -1.94498 2.67367
N -1.12441 -1.32648 1.65115
O -1.34525 -2.50396 3.64008
O -0.26934 -0.47765 0.93115
O -1.60624 0.25207 -0.77711
H 0.49229 0.24113 -0.75236
*
```

ΔE to the lowest compared entry with this formula, charge and spin = 67.1 kcal per mole
M = 87.03 g/mol
LUMO = 0.08 eV
Gap between HOMO and LUMO = 10.94 eV
Structure (SMILES) = O=C=NOC=O
HOMO level = -10.86 eV

The computed Löwdin charges, all in e, follow: -0.395 -0.284 0.155 0.191 0.014 0.132 0.188


[5]
Computed, not measured: one molecule with the formula C2HNO4, with the ωB97M-V functional and the def2-TZVPD basis.

ORCA input file:
```
! wB97M-V def2-TZVPD RIJCOSX def2/J DEFGRID3
* xyz 0 1
C -0.67745 0.19714 -0.57474
C -0.02262 1.45508 0.21830
N 0.59781 2.59388 -0.62099
O -1.80357 -0.11808 -0.64556
O 0.36904 1.30435 1.39399
O 0.34418 3.64038 -0.19830
O 1.33089 2.27180 -1.46677
H 0.21350 -0.31066 -1.02374
*
```

ΔE to the lowest compared entry with this formula, charge and spin = 95.9 kcal per mole
M = 103.03 g/mol
LUMO = -1.00 eV
Gap between HOMO and LUMO = 9.58 eV
Structure (SMILES) = O=CC(=O)[N+](=O)[O-]
HOMO level = -10.58 eV

The computed Löwdin charges, all in e, follow: -0.153 -0.144 -0.423 0.135 0.134 0.162 0.147 0.141


[6]
Computed, not measured: one molecule with the formula C2HNO4, with the ωB97M-V functional and the def2-TZVPD basis.

ORCA input file:
```
! wB97M-V def2-TZVPD RIJCOSX def2/J DEFGRID3
* xyz 0 1
C -0.13035 0.82205 -1.01941
C 0.22530 0.33941 0.36334
N -0.23827 -1.02232 0.73025
O -1.14152 0.75382 -1.58985
O 0.99330 0.89357 1.05664
O 0.05179 -1.88926 -0.08473
O -0.58988 -1.25055 1.86851
H 0.82962 1.35328 -1.32474
*
```

ΔE to the lowest compared entry with this formula, charge and spin = 83.7 kcal per mole
M = 103.03 g/mol
LUMO = -1.71 eV
Gap between HOMO and LUMO = 9.43 eV
Structure (SMILES) = O=CC(=O)[N+](=O)[O-]
HOMO level = -11.14 eV

The computed Löwdin charges, all in e, follow: -0.194 -0.284 -0.322 0.167 0.232 0.116 0.128 0.156


[7]
Computed, not measured: a 2-piece molecular cluster, C2HNOS overall, with the ωB97M-V functional and the def2-TZVPD basis.

ORCA input file:
```
! wB97M-V def2-TZVPD RIJCOSX def2/J DEFGRID3
* xyz 0 1
C -0.22161 0.95980 -0.01642
C -0.61943 -0.48515 -0.10134
N 0.62860 -0.02194 -0.29732
O -0.48457 2.07803 0.21428
S -1.61849 -1.69347 0.11360
H 2.31549 -0.83726 0.08721
*
```

ΔE to the lowest compared entry with this formula, charge and spin = 114.6 kcal per mole
M = 87.10 g/mol
LUMO (spin up / spin down) = -0.68 / -2.68 eV
Gap between HOMO and LUMO (spin up / spin down) = 8.75 / 6.89 eV
HOMO level (spin up / spin down) = -9.44 / -9.56 eV

The computed Löwdin charges, all in e, follow: -0.460 -0.800 0.135 0.184 0.772 0.168


[8]
Computed, not measured: one molecule with the formula C2HO2P, with the ωB97M-V functional and the def2-TZVPD basis.

ORCA input file:
```
! wB97M-V def2-TZVPD RIJCOSX def2/J DEFGRID3
* xyz 0 1
C -2.74747 0.06812 0.04900
C -1.62868 0.78337 0.20580
O -3.70264 -0.58416 -0.11243
O -1.12994 1.87839 -0.02226
P -0.81057 -0.80969 0.04800
H 0.59210 -0.16072 -0.39279
*
```

ΔE to the lowest compared entry with this formula, charge and spin = 65.8 kcal per mole
M = 88.00 g/mol
LUMO = -1.69 eV
Gap between HOMO and LUMO = 7.60 eV
Structure (SMILES) = O=c1[pH]c1=O
HOMO level = -9.29 eV

The computed Löwdin charges, all in e, follow: -0.331 -0.776 0.182 -0.034 0.966 -0.006


[9]
Computed, not measured: C2HO2Pb as an isolated structure, with the ωB97M-V functional and the def2-TZVPD basis.

ORCA input file:
```
! wB97M-V def2-TZVPD RIJCOSX def2/J DEFGRID3
* xyz 0 2
C -1.01623 -0.24810 -0.06302
C -1.58553 -1.28137 0.26086
H -2.20861 -2.10825 0.54288
O 3.45413 1.35760 0.05283
Pb 1.55467 1.61680 -0.44304
O -0.19844 0.66333 -0.35052
*
```

ΔE to the lowest compared entry with this formula, charge and spin = 27.1 kcal per mole
M = 264.23 g/mol
LUMO (spin up / spin down) = -1.08 / -2.16 eV
Gap between HOMO and LUMO (spin up / spin down) = 7.92 / 6.82 eV
HOMO level (spin up / spin down) = -9.01 / -8.99 eV

The computed Löwdin charges, all in e, follow: -0.427 0.077 0.012 -0.657 1.432 -0.437


[10]
Computed, not measured: C2HO2S2 as an isolated structure, with the ωB97M-V functional and the def2-TZVPD basis.

ORCA input file:
```
! wB97M-V def2-TZVPD RIJCOSX def2/J DEFGRID3
* xyz -1 1
C -1.07759 -0.21979 1.51884
C -0.81040 -0.10679 0.14682
O -1.21276 -1.39882 0.96781
O -1.27627 0.34229 2.54775
S 2.27913 0.10894 -2.24493
S -0.29836 0.02224 -1.36165
H 2.39624 1.25193 -1.57465
*
```

ΔE to the lowest compared entry with this formula, charge and spin = 47.8 kcal per mole
M = 121.16 g/mol
LUMO (spin up / spin down) = 3.19 / 3.19 eV
Gap between HOMO and LUMO (spin up / spin down) = 6.81 / 6.80 eV
HOMO level (spin up / spin down) = -3.62 / -3.61 eV

The computed Löwdin charges, all in e, follow: -0.638 -0.594 0.045 0.093 -0.110 0.598 -0.394


[11]
Computed, not measured: a 2-piece molecular cluster, C2HO2S2 overall, with the ωB97M-V functional and the def2-TZVPD basis.

ORCA input file:
```
! wB97M-V def2-TZVPD RIJCOSX def2/J DEFGRID3
* xyz -1 1
C 0.19807 1.21544 -0.29966
C -0.07044 -0.34958 0.25813
O 0.23338 2.10547 0.53053
O 0.13068 1.18052 -1.50822
S -1.71610 -0.62527 0.68531
S -0.66011 -1.65556 -0.87009
H 1.88453 -1.87102 1.20401
*
```

ΔE to the lowest compared entry with this formula, charge and spin = 107.2 kcal per mole
M = 121.16 g/mol
LUMO (spin up / spin down) = 3.22 / 2.82 eV
Gap between HOMO and LUMO (spin up / spin down) = 7.69 / 6.50 eV
HOMO level (spin up / spin down) = -4.47 / -3.68 eV

The computed Löwdin charges, all in e, follow: -0.855 -0.938 -0.038 -0.046 0.455 0.360 0.062


[12]
Computed, not measured: an isolated ion of composition C2HO3S2 and charge -1, with the ωB97M-V functional and the def2-TZVPD basis.

ORCA input file:
```
! wB97M-V def2-TZVPD RIJCOSX def2/J DEFGRID3
* xyz -1 3
C -0.37607 1.04609 -0.01239
C 0.25928 -0.40403 0.12912
O -1.60547 0.90713 -0.14961
O 0.34658 2.01914 0.03917
O -0.69468 -1.33353 0.15472
S 1.78106 -0.76868 -1.08938
S 1.79111 -0.71409 0.97112
H -1.50182 -0.75202 -0.04275
*
```

ΔE to the lowest compared entry with this formula, charge and spin = 0.0 kcal per mole
M = 137.16 g/mol
LUMO (spin up / spin down) = 3.21 / 2.03 eV
Gap between HOMO and LUMO (spin up / spin down) = 4.94 / 7.27 eV
HOMO level (spin up / spin down) = -1.72 / -5.24 eV

The computed Löwdin charges, all in e, follow: -0.749 -1.001 -0.043 -0.015 -0.097 0.377 0.433 0.095